Entry 1:
{
  "formula": "Cl2HNOS",
  "method": "ωB97M-V/def2-TZVPD",
  "symbols": ["N", "S", "O", "Cl", "Cl", "H"],
  "xyz": [[1.279, -0.042, -0.277], [-0.200, 0.236, -0.300], [-0.854, 0.653, -1.476], [-1.171, -1.703, 0.682], [-0.849, 1.600, 1.091], [1.795, -0.744, 0.280]],
  "smiles": "N=S(=O)(Cl)Cl",
  "total_charge": 0,
  "largest_force_ev_per_a": 3.73,
  "gap_ev": 9.0,
  "e_above_lowest_kj_mol": 47.2,
  "homo_energy_ev": -11.3,
  "energy_ha": -1449.08273
}

---

Entry 2:
{
  "formula": "C22H25ClN2O2",
  "method": "ωB97M-V/def2-TZVPD",
  "symbols": ["C", "C", "O", "C", "O", "C", "N", "C", "C", "C", "C", "C", "Cl", "C", "C", "C", "C", "C", "C", "C", "C", "C", "N", "C", "C", "C", "C", "H", "H", "H", "H", "H", "H", "H", "H", "H", "H", "H", "H", "H", "H", "H", "H", "H", "H", "H", "H", "H", "H", "H", "H", "H"],
  "xyz": [[-6.547, -0.206, 2.906], [-5.311, 0.316, 2.202], [-4.266, -0.646, 2.499], [-3.042, -0.129, 2.246], [-2.819, 0.916, 1.695], [-1.995, -1.137, 2.583], [-0.882, -0.361, 3.094], [0.122, -0.865, 3.730], [1.485, -0.318, 3.688], [2.597, -1.025, 4.191], [3.873, -0.527, 3.976], [4.030, 0.674, 3.262], [5.594, 1.304, 3.023], [2.922, 1.403, 2.828], [1.651, 0.919, 3.045], [-1.853, -2.077, 1.313], [-2.343, -1.447, -0.049], [-3.261, -1.911, -1.037], [-3.300, -1.340, -2.311], [-2.462, -0.269, -2.644], [-1.627, 0.252, -1.649], [-1.612, -0.311, -0.397], [-2.270, -3.471, 1.312], [-2.126, -4.377, 0.128], [-1.743, -5.775, 0.662], [-1.838, -5.688, 2.195], [-1.933, -4.186, 2.543], [-7.449, 0.217, 2.436], [-6.604, -1.313, 2.889], [-6.565, 0.154, 3.960], [-5.410, 0.367, 1.123], [-5.058, 1.310, 2.634], [-2.310, -1.769, 3.389], [-0.044, -1.831, 4.249], [2.443, -1.955, 4.772], [4.746, -1.040, 4.368], [3.054, 2.355, 2.331], [0.751, 1.452, 2.754], [-0.551, -2.014, 1.377], [-3.946, -2.762, -0.877], [-3.977, -1.745, -3.102], [-2.499, 0.183, -3.633], [-0.987, 1.110, -1.864], [-0.911, 0.071, 0.348], [-1.401, -4.013, -0.621], [-3.093, -4.449, -0.378], [-0.734, -6.045, 0.334], [-2.441, -6.530, 0.273], [-2.748, -6.181, 2.544], [-0.961, -6.139, 2.680], [-2.718, -3.978, 3.291], [-0.976, -3.818, 2.977]],
  "smiles": "CCOC(=O)[C@H](/N=C/c1ccc(Cl)cc1)[C@H](c1ccccc1)N1CCCC1",
  "total_charge": 0,
  "largest_force_ev_per_a": 4.16,
  "gap_ev": 8.1,
  "e_above_lowest_kj_mol": 448.5,
  "homo_energy_ev": -8.1,
  "energy_ha": -1573.41666
}

---

Entry 3:
{
  "formula": "C25H14N5RbSSe5",
  "method": "ωB97M-V/def2-TZVPD",
  "symbols": ["Rb", "Se", "N", "C", "C", "C", "C", "C", "N", "C", "C", "N", "C", "C", "C", "C", "C", "N", "H", "H", "H", "H", "H", "H", "Se", "Se", "Se", "Se", "S", "C", "C", "C", "C", "C", "C", "N", "C", "C", "C", "C", "C", "C", "C", "H", "H", "H", "H", "H", "H", "H", "H"],
  "xyz": [[-2.280, -0.424, -1.252], [4.869, 4.773, -1.108], [4.645, 3.014, -0.849], [3.404, 2.740, -1.138], [2.824, 1.407, -1.041], [3.553, 0.315, -0.571], [2.932, -0.910, -0.485], [1.595, -1.009, -0.874], [0.897, 0.021, -1.324], [1.486, 1.214, -1.411], [0.660, 2.345, -1.882], [-0.601, 2.074, -2.221], [-1.399, 3.074, -2.558], [-0.968, 4.402, -2.611], [0.339, 4.687, -2.303], [1.186, 3.641, -1.925], [2.580, 3.860, -1.575], [3.174, 5.020, -1.631], [4.585, 0.458, -0.277], [3.450, -1.785, -0.117], [1.050, -1.947, -0.815], [-2.428, 2.814, -2.793], [-1.672, 5.179, -2.872], [0.727, 5.697, -2.329], [-3.548, 2.700, 0.154], [-4.837, 2.489, -1.793], [-5.764, 0.291, -1.741], [-5.344, -0.508, -3.888], [-0.030, -2.963, 3.294], [-0.636, -1.416, 3.779], [-0.604, -0.800, 5.025], [-1.175, 0.455, 5.149], [-1.773, 1.081, 4.051], [-1.806, 0.470, 2.811], [-1.226, -0.792, 2.671], [-1.187, -1.514, 1.492], [-0.609, -2.658, 1.635], [-0.406, -3.670, 0.577], [0.213, -4.877, 0.939], [0.451, -5.845, -0.018], [0.057, -5.590, -1.330], [-0.560, -4.389, -1.652], [-0.833, -3.351, -0.733], [-0.145, -1.289, 5.876], [-1.162, 0.955, 6.110], [-2.225, 2.058, 4.167], [-2.282, 0.947, 1.960], [0.510, -5.071, 1.967], [0.929, -6.780, 0.251], [0.235, -6.340, -2.098], [-0.850, -4.252, -2.694]],
  "total_charge": -2,
  "largest_force_ev_per_a": 0.26,
  "gap_ev": 3.7,
  "e_above_lowest_kj_mol": 52.8,
  "homo_energy_ev": -0.6,
  "energy_ha": -13664.42540
}